6 unconnected molecules or ions with the total composition C32H70N7O7 at a distorted geometry, computed with ωB97M-V/def2-TZVPD.

Structure (ORCA input):
```
! wB97M-V def2-TZVPD RIJCOSX def2/J DEFGRID3
* xyz 5 1
C 2.64 0.92 -1.90
N 3.68 -0.08 -2.01
C 3.49 -1.19 -1.29
C 4.40 -2.20 -1.27
C 5.61 -2.03 -1.98
C 5.74 -0.83 -2.76
C 4.77 0.16 -2.76
C 6.72 -3.11 -1.93
C 7.71 -3.33 -2.94
C 8.79 -4.24 -2.87
N 8.79 -5.05 -1.81
C 7.88 -5.00 -0.79
C 6.94 -4.01 -0.90
C 9.98 -5.96 -1.67
H 2.97 1.84 -2.38
H 2.49 1.14 -0.84
H 1.73 0.61 -2.40
H 2.60 -1.28 -0.70
H 4.33 -3.01 -0.56
H 6.65 -0.61 -3.30
H 4.74 1.05 -3.37
H 7.78 -2.78 -3.87
H 9.63 -4.35 -3.54
H 8.04 -5.71 0.01
H 6.23 -3.98 -0.08
H 10.89 -5.42 -1.44
H 10.17 -6.46 -2.62
H 9.83 -6.77 -0.95
C -5.17 0.23 -0.61
N -5.60 0.58 0.82
C -7.09 1.01 0.73
C -5.42 -0.82 1.56
C -4.73 1.62 1.57
C -4.00 2.72 0.76
O -4.80 3.54 -0.12
H -5.18 1.25 -0.99
H -5.91 -0.49 -0.97
H -4.10 0.01 -0.68
H -7.18 1.95 0.20
H -7.54 1.20 1.71
H -7.66 0.24 0.21
H -5.35 -0.58 2.62
H -4.49 -1.27 1.22
H -6.27 -1.47 1.35
H -4.00 1.10 2.19
H -5.40 2.07 2.30
H -3.20 2.25 0.18
H -3.47 3.38 1.44
H -4.37 4.39 -0.04
C -1.22 -2.76 2.64
N 0.21 -2.81 3.21
C 1.18 -2.17 2.26
C 0.32 -1.94 4.47
C 0.61 -4.21 3.68
C 0.90 -5.33 2.54
O -0.28 -5.54 1.75
H -1.68 -1.77 2.60
H -1.86 -3.44 3.20
H -1.18 -3.13 1.61
H 0.89 -1.12 2.19
H 1.27 -2.73 1.33
H 2.20 -2.07 2.63
H -0.01 -0.92 4.27
H 1.39 -1.93 4.70
H -0.19 -2.45 5.28
H -0.15 -4.49 4.41
H 1.49 -4.18 4.32
H 1.06 -6.31 2.98
H 1.71 -5.16 1.83
H -0.10 -6.25 1.13
C 1.82 2.73 2.91
N 0.24 2.88 3.03
C -0.12 4.30 2.53
C -0.38 1.91 1.95
C -0.27 2.52 4.47
C -1.83 2.71 4.64
O -2.23 4.04 4.65
H 2.14 2.77 1.87
H 2.08 1.77 3.34
H 2.28 3.50 3.53
H -1.20 4.43 2.50
H 0.46 4.55 1.64
H 0.37 4.96 3.24
H -0.05 2.12 0.93
H -1.46 2.03 1.93
H -0.13 0.91 2.29
H 0.30 3.18 5.12
H 0.03 1.51 4.76
H -2.13 2.23 5.57
H -2.29 2.02 3.93
H -3.17 4.03 4.89
C -3.38 3.91 -3.19
N -2.88 3.45 -4.60
C -4.24 3.20 -5.40
C -2.07 4.59 -5.29
C -1.99 2.17 -4.47
C -2.71 0.84 -4.43
O -3.50 0.66 -3.27
H -2.61 4.43 -2.62
H -3.71 3.05 -2.61
H -4.19 4.60 -3.41
H -4.81 4.12 -5.46
H -4.69 2.32 -4.95
H -3.95 2.76 -6.36
H -1.11 4.54 -4.77
H -2.51 5.55 -5.01
H -1.89 4.46 -6.36
H -1.46 2.19 -3.52
H -1.34 2.31 -5.33
H -1.94 0.07 -4.52
H -3.32 0.77 -5.33
H -2.86 0.34 -2.63
N -1.05 -0.51 -0.43
O -1.33 -0.25 -1.57
O 0.11 -0.95 -0.20
O -1.88 -0.22 0.45
*
```

Computed properties:
Orbital gap   7.28 eV
LUMO   -12.266 eV



10 unconnected molecules or ions with the total composition C32H71Cl2N9O11, computed with ωB97M-V/def2-TZVPD.

Structure (ORCA input):
```
! wB97M-V def2-TZVPD RIJCOSX def2/J DEFGRID3
* xyz 0 1
C -0.17 -0.65 -3.66
O -0.58 -1.17 -2.38
C -0.53 -0.38 -1.30
O -1.41 -0.38 -0.48
C 0.79 0.39 -1.09
Cl 1.28 0.12 0.59
C 0.75 1.90 -1.50
C 1.29 2.90 -0.49
Cl -0.93 2.40 -1.96
H -1.06 -0.40 -4.23
H 0.50 0.21 -3.56
H 0.37 -1.46 -4.18
H 1.56 -0.08 -1.70
H 1.32 2.00 -2.43
H 1.53 3.83 -1.03
H 2.22 2.56 -0.04
H 0.54 3.14 0.26
C 5.69 -0.46 2.16
N 4.80 -0.35 1.01
C 5.08 0.06 -0.25
C 6.50 0.48 -0.54
O 4.21 0.09 -1.11
H 5.71 -1.48 2.53
H 5.34 0.19 2.96
H 6.70 -0.16 1.89
H 3.84 -0.60 1.14
H 6.56 0.78 -1.59
H 6.80 1.32 0.09
H 7.19 -0.35 -0.37
C 2.98 -4.53 4.93
N 4.03 -3.66 4.41
C 5.30 -3.52 4.86
C 5.72 -4.36 6.05
O 6.07 -2.74 4.33
H 2.65 -5.23 4.16
H 2.12 -3.94 5.25
H 3.35 -5.10 5.77
H 3.81 -3.08 3.62
H 6.75 -4.13 6.28
H 5.10 -4.14 6.92
H 5.63 -5.43 5.82
C 5.47 5.39 -4.72
N 4.90 4.68 -3.60
C 4.24 5.19 -2.53
C 4.08 6.69 -2.46
O 3.78 4.45 -1.67
H 5.01 5.08 -5.66
H 6.55 5.21 -4.79
H 5.32 6.46 -4.60
H 4.97 3.67 -3.59
H 3.51 6.92 -1.56
H 5.05 7.20 -2.39
H 3.53 7.06 -3.32
C -1.13 -0.20 3.20
N -1.41 -0.80 4.49
C -0.89 -0.47 5.70
C 0.09 0.68 5.75
O -1.21 -1.09 6.71
H -2.05 0.20 2.76
H -0.72 -0.94 2.52
H -0.41 0.61 3.30
H -2.06 -1.57 4.52
H 0.40 0.81 6.78
H 0.96 0.47 5.13
H -0.38 1.60 5.40
C -3.30 -3.57 -1.72
N -3.03 -3.03 -3.03
C -2.78 -3.70 -4.19
C -2.80 -5.21 -4.13
O -2.54 -3.09 -5.22
H -4.28 -3.23 -1.36
H -2.54 -3.23 -1.01
H -3.30 -4.65 -1.74
H -2.99 -2.03 -3.13
H -2.57 -5.60 -5.12
H -2.06 -5.59 -3.43
H -3.78 -5.57 -3.83
C -4.25 -1.29 7.71
N -4.12 -2.53 6.96
C -5.08 -3.21 6.28
C -6.48 -2.64 6.30
O -4.81 -4.23 5.67
H -3.58 -0.55 7.28
H -3.96 -1.45 8.75
H -5.26 -0.92 7.68
H -3.20 -2.94 6.91
H -7.12 -3.29 5.71
H -6.86 -2.59 7.32
H -6.50 -1.64 5.87
C -0.75 9.12 -2.63
N 0.24 8.32 -3.33
C 0.43 6.98 -3.25
C -0.48 6.20 -2.34
O 1.32 6.43 -3.89
H -1.40 9.63 -3.35
H -0.27 9.87 -2.01
H -1.37 8.50 -1.99
H 0.87 8.78 -3.96
H -0.20 5.15 -2.38
H -0.40 6.55 -1.31
H -1.52 6.30 -2.65
C -5.85 5.32 -0.46
N -4.87 6.35 -0.76
C -3.67 6.57 -0.18
C -3.25 5.63 0.93
O -2.95 7.48 -0.56
H -6.03 4.69 -1.33
H -6.79 5.76 -0.15
H -5.49 4.69 0.34
H -5.09 7.01 -1.50
H -2.27 5.94 1.28
H -3.96 5.68 1.76
H -3.20 4.61 0.57
C -2.96 -10.93 -5.67
N -2.56 -9.79 -4.88
C -1.54 -8.92 -5.10
C -0.69 -9.15 -6.33
O -1.33 -7.99 -4.34
H -3.98 -10.82 -6.03
H -2.90 -11.85 -5.09
H -2.31 -11.03 -6.53
H -3.09 -9.58 -4.04
H 0.07 -8.37 -6.36
H -0.20 -10.12 -6.29
H -1.29 -9.09 -7.24
*
```

Computed properties:
Orbital gap   9.22 eV
LUMO   0.328 eV
Structure (SMILES)   COC(=O)[C@H](Cl)[C@H](C)Cl.CNC(C)=O.CNC(C)=O.CNC(C)=O.CNC(C)=O.CNC(C)=O.CNC(C)=O.CNC(C)=O.CNC(C)=O.CNC(C)=O
Energy relative to the best compared isomer or geometry (same formula, charge and spin)   0.0 kcal per mole



A molecular structure, C32H71CuO20P3S4 at a distorted geometry, computed with ωB97M-V/def2-TZVPD.

Structure (ORCA input):
```
! wB97M-V def2-TZVPD RIJCOSX def2/J DEFGRID3
* xyz 0 2
Cu -0.34 0.66 1.82
C -0.93 -2.20 -1.07
C -0.08 -2.46 -2.25
C 0.98 -1.41 -2.67
O 1.50 -1.36 -3.81
C 1.21 -0.42 -1.70
C 0.59 -0.28 -0.47
C -0.62 -1.18 -0.22
O -1.25 -0.83 0.86
O 0.94 0.55 0.42
O -0.20 -3.43 -2.99
H -1.76 -2.87 -0.80
H 2.05 0.27 -1.90
C 3.78 2.02 -0.47
S 4.89 1.48 0.81
O 4.86 2.46 1.89
C 3.84 0.10 1.26
H 3.56 1.21 -1.18
H 4.24 2.90 -0.88
H 2.77 2.25 -0.05
H 2.93 0.65 1.31
H 4.10 -0.26 2.25
H 3.78 -0.61 0.42
C -4.54 1.35 2.93
S -3.22 0.46 1.96
O -1.94 0.76 2.82
C -3.73 -1.19 2.37
H -4.81 0.74 3.75
H -5.41 1.32 2.23
H -4.22 2.38 3.13
H -2.91 -1.86 2.17
H -4.64 -1.32 1.74
H -4.05 -1.28 3.46
C 2.58 1.51 4.66
S 0.97 0.80 4.77
O 0.86 -0.05 3.50
C 1.32 -0.50 6.08
H 3.35 0.91 5.01
H 2.69 2.31 5.45
H 2.70 1.98 3.67
H 0.46 -1.09 6.24
H 1.64 -0.02 6.97
H 2.08 -1.17 5.64
C 1.85 4.49 2.45
S 0.40 3.67 1.83
O 0.35 2.36 2.66
C -0.98 4.77 2.53
H 2.66 4.24 1.78
H 2.08 4.10 3.50
H 1.75 5.53 2.56
H -1.90 4.29 2.26
H -0.94 5.77 2.17
H -0.91 4.82 3.62
C -3.65 -0.19 -1.76
C -2.61 0.98 -1.65
O -3.43 2.22 -1.53
P -2.74 3.38 -0.76
O -1.98 3.07 0.47
O -1.93 4.11 -1.91
C -0.72 4.83 -1.59
C 0.52 3.95 -1.94
O -3.92 4.43 -0.38
C -4.87 4.31 0.67
C -6.14 3.61 0.06
H -4.20 -0.26 -0.80
H -4.31 0.04 -2.58
H -3.21 -1.20 -1.86
H -2.00 0.89 -0.77
H -2.01 1.12 -2.54
H -0.90 5.71 -2.19
H -0.65 5.12 -0.53
H 0.43 3.04 -1.26
H 0.66 3.59 -3.00
H 1.42 4.44 -1.53
H -4.47 3.73 1.49
H -5.09 5.36 0.89
H -6.78 4.37 -0.25
H -5.92 3.01 -0.84
H -6.73 3.06 0.81
C -1.06 1.88 -6.24
C -0.01 1.03 -6.95
O -0.55 0.30 -8.07
P 0.29 -0.90 -8.68
O -0.28 -1.44 -9.94
O 1.73 -0.26 -8.78
C 2.96 -1.02 -9.11
C 4.01 -0.62 -8.06
O 0.51 -1.94 -7.45
C -0.62 -2.84 -7.19
C -1.52 -2.20 -6.16
H -0.44 2.58 -5.69
H -1.64 2.36 -7.04
H -1.67 1.25 -5.59
H 0.76 1.73 -7.29
H 0.55 0.34 -6.30
H 2.72 -2.07 -9.23
H 3.19 -0.72 -10.11
H 4.89 -1.28 -8.17
H 4.44 0.38 -8.18
H 3.68 -0.81 -7.01
H -1.16 -3.01 -8.13
H -0.20 -3.73 -6.83
H -1.90 -1.31 -6.54
H -2.38 -2.81 -5.99
H -0.98 -2.04 -5.25
C -0.30 -3.92 7.71
C -1.12 -4.16 6.37
O -0.38 -3.86 5.11
P 0.85 -4.64 4.49
O 0.81 -6.05 4.87
O 0.72 -4.30 2.96
C 0.69 -3.11 2.15
C 2.07 -2.84 1.63
O 2.14 -3.82 5.00
C 3.52 -4.46 5.10
C 3.61 -5.63 5.95
H 0.26 -4.80 7.96
H 0.49 -3.18 7.44
H -0.84 -3.48 8.58
H -1.39 -5.22 6.35
H -1.98 -3.46 6.26
H -0.01 -3.30 1.40
H 0.30 -2.35 2.75
H 2.65 -2.38 2.45
H 2.49 -3.77 1.27
H 2.03 -2.07 0.86
H 3.72 -4.74 4.06
H 4.15 -3.58 5.42
H 3.39 -5.36 7.05
H 2.96 -6.43 5.59
H 4.68 -5.97 5.99
*
```

Computed properties:
Orbital gap (spin up / spin down)   7.42 / 7.40 eV
LUMO (spin up / spin down)   -0.211 / -0.212 eV



| no. | energy (eV) |
| --- | --- |
| 1 | -59026.63459 |
| 2 | -95317.67643 |
| 3 | -191135.99485 |